Molecular formula: CaI
Method: DFT, ωB97M-V with the def2-TZVPD basis set

Computed properties:
- HOMO (eV) = -12.88
- total charge = +1
- E (Eh) = -975.07386
- spin multiplicity = 1

The geometry in XYZ format:
```
2
Properties=species:S:1:pos:R:3:forces:R:3:nbo_charge:R:1
Ca -13.418 15.808 -18.792 -1.7 -0.7 0.0 1.7362
I -16.197 14.703 -18.834 1.7 0.7 0.0 -0.7362
```
Positions in Å, forces in eV/Å.